[1]
A structure of composition C24H54B2BrN2O13P2S3 in a non-equilibrium geometry. Source: the Open Molecules 2025 dataset; level of theory: ωB97M-V/def2-TZVPD.

Results
Energy above the lowest of the compared OMol25 structures with the same formula, charge and spin: 0.00 kcal per mole
Total charge: +1

Geometry (Å):
Br 2.897462 1.073023 -0.648698
S 1.383398 -1.348488 -0.457264
S -1.837439 -0.924512 1.980501
S 2.222307 1.617081 3.760329
P -4.211346 1.716286 2.209965
P -3.211353 1.262184 0.309029
O -5.166238 0.652843 2.493927
O -1.246695 -2.383594 -0.363281
O 0.603258 2.596274 -2.406637
O -1.440168 1.502365 -2.316178
O 3.380095 -4.210290 1.085565
O -3.638272 0.613648 -5.732676
O 0.950110 -2.626675 2.024873
O 0.730622 -0.751769 3.425764
O -3.101651 1.846006 3.387929
O -2.788971 5.164002 1.110271
O 1.670076 3.353980 -0.021820
O 0.927867 -4.483151 -1.157572
O -4.878693 3.173761 2.091697
N -0.947323 1.555012 -5.261491
N 0.782632 2.492276 0.699872
C -0.514593 2.391042 -0.052570
C -1.249058 3.745220 -0.078341
C -0.618470 -2.317207 4.788980
C 2.631554 1.284948 2.017671
C -1.083484 -3.232058 -1.492865
C -1.475876 1.459484 -6.627966
C 4.757932 -3.925645 1.286557
C 1.628550 -5.230913 -0.177194
C -1.359034 1.288310 0.623450
C -1.319346 -1.003072 -0.668055
C 3.072911 0.824138 6.156628
C 0.688887 -0.260534 0.854717
C -4.574440 1.644376 -5.991944
C 3.241445 0.446266 4.688951
C -0.473188 -4.545191 -1.008701
C 1.548760 1.136354 0.931958
C -0.853280 -0.180064 0.550992
C -1.820361 2.858193 -7.130250
C 5.459725 -3.182081 0.146074
C -2.066854 4.159979 1.147586
C 3.078433 -4.789767 -0.187655
C 0.656558 3.232049 2.005222
C -2.626641 0.449750 -6.708335
C 0.695846 -1.603343 4.571291
B -0.395850 2.130629 -1.646283
B 0.821913 -1.259623 2.181308
H -2.213479 -0.544922 -6.524799
H -3.567782 2.396068 -0.451935
H 6.092773 -2.410683 0.570148
H -5.492147 1.392911 -5.461430
H -4.525973 3.803706 2.720518
H -0.798480 -0.756194 -1.590711
H -0.760001 -4.654310 0.033520
H -1.401204 -1.628474 5.070922
H 2.439330 -1.887387 0.162948
H -1.965888 3.548569 2.063375
H -3.067712 0.433637 -7.712912
H 1.860411 -2.891511 2.218887
H 1.269976 4.237201 -0.006774
H 4.774690 -2.688832 -0.530324
H 3.262575 0.409883 1.939679
H -2.263059 1.988676 -2.248587
H -1.932506 3.808601 -0.913553
H 0.453622 2.389065 -3.342968
H -0.551929 4.560724 -0.262884
H -2.368005 -0.805305 -0.877996
H -0.601601 0.641738 -4.978982
H 3.214588 -0.037950 6.792177
H -1.286859 1.519756 1.685005
H 2.911330 -0.569549 4.525498
H 3.264736 2.104162 1.707698
H 1.522738 -6.301430 -0.351696
H 4.267866 0.554983 4.361941
H -0.892476 -2.867233 3.897719
H -4.797445 1.724777 -7.058882
H 0.129632 2.641650 2.742989
H -2.388342 3.430543 -6.397530
H -1.732813 1.717643 -4.641329
H 4.795521 -3.294602 2.169013
H -0.449501 -3.059600 5.561349
H 1.194734 -5.009887 0.791588
H 3.747042 -5.630493 -0.351073
H 2.074189 1.224172 6.300704
H 5.296185 -4.836343 1.541394
H -2.974738 -1.240737 1.346019
H 6.123244 -3.852750 -0.383615
H 1.533308 -2.292028 4.620286
H 3.762594 1.606283 6.447410
H -4.223290 2.609059 -5.616839
H 3.161320 -4.059934 -0.986184
H -0.678533 1.075141 -7.269684
H -0.878976 -5.356086 -1.611140
H 0.151556 4.178823 1.854982
H -0.404745 -2.808628 -2.230292
H -0.907128 3.418115 -7.329478
H -2.397223 2.816965 -8.054963
H 0.831217 -0.939393 5.422854
H 1.642280 3.506587 2.342148
H -2.054808 -3.414034 -1.947778
H -3.132529 2.687354 3.848234

Cartesian forces (eV/Å) of the 3 atoms listed first:
-0.13 0.78 0.35
-0.48 -0.45 -0.38
0.25 0.04 0.35

Löwdin population analysis, charges in e, atoms 1 to 8: 0.873 0.887 0.979 0.954 0.278 0.977 -0.290 -0.222

***

[2]
A structure of composition C24H54BrClIN3O11P4S in a non-equilibrium geometry. Source: the Open Molecules 2025 dataset; level of theory: ωB97M-V/def2-TZVPD.

Geometry (Å):
I 1.171009 5.682091 -2.287355
Br -1.297807 1.448954 -4.016997
Cl 1.802896 2.570608 0.894852
S -0.870196 0.594565 -7.238825
P -0.268112 -1.581282 6.700774
P 3.787878 2.371997 -2.039871
P 0.500395 1.711714 -6.453951
P -1.914775 -4.159400 -0.744379
O 4.102516 1.345022 -0.841698
O -2.565130 -5.287099 -1.444423
O 0.933019 -0.681177 -4.520819
O -1.280594 -1.006701 7.813040
O 0.921061 -1.258153 5.895521
O -2.945965 -3.800306 0.461337
O -1.446983 -1.810834 5.605391
O 3.917395 3.821862 -1.443081
O -1.218807 -2.696353 -0.693807
O -0.143484 -3.080069 7.265741
O -0.729852 -4.856557 0.118142
N 3.358733 4.367042 -4.366079
N 4.854866 2.178609 -3.153567
N 2.429039 0.753856 -3.435818
C -4.587264 -5.415507 1.207989
C -4.325258 -4.167747 0.392822
C 1.276916 0.400040 -4.205576
C -0.648545 1.908472 0.081851
C -2.234387 1.035778 6.828318
C 0.894151 -3.392991 8.201758
C 2.072273 1.986441 -2.709649
C 0.579038 1.757345 -4.541383
C 1.376557 -4.437550 -1.059665
C -1.308820 -1.357529 4.257635
C -1.643298 -1.658442 -1.607763
C 0.347599 3.957910 -3.346651
C -0.920543 -2.495438 3.339418
C 0.562781 -2.922300 9.606564
C -2.988782 -1.072338 -1.224672
C 0.370614 -5.462340 -0.563420
C 1.388546 2.921234 -3.796357
C -1.425368 0.427182 7.957069
C 4.582108 4.389386 -5.197154
C -1.752079 5.247670 -3.993627
C 0.678620 2.428750 -0.491443
C -0.448117 4.596295 -4.504751
C 1.152784 1.456265 -1.583586
C 2.345833 3.434723 -4.887393
H -2.113932 4.796142 -3.072791
H -0.876132 -0.886513 -1.568987
H -2.478272 2.073769 7.055945
H -0.590542 -0.538951 4.192788
H 3.149826 0.896520 -4.149195
H 0.263273 0.955220 -1.954132
H 2.966392 5.290242 -4.489277
H 0.999414 -4.476710 8.189077
H 5.496582 1.440711 -2.894449
H -3.155887 0.476657 6.672073
H -1.101417 2.707703 0.665515
H 1.749340 1.188069 -6.825585
H 1.713075 0.674091 -1.072814
H -1.678315 1.019883 5.889236
H 5.430676 4.035481 -4.621470
H -2.282052 -0.957854 3.960494
H -1.341560 1.700449 -0.736462
H 0.002756 -6.077127 -1.389890
H -3.940295 -6.232175 0.889092
H -1.630623 6.323848 -3.918861
H -1.927983 0.587430 8.908960
H 1.303182 -3.289971 10.317707
H -3.796622 -1.784585 -1.402318
H 1.670146 -3.768310 -0.250806
H 0.549146 -1.832434 9.664115
H -0.424225 -3.274245 9.905205
H 4.474681 3.850106 -6.140113
H -5.626776 -5.731459 1.108912
H -2.524973 5.082353 -4.744747
H -4.377310 -5.229780 2.262225
H 0.168865 5.401742 -4.896553
H -4.645577 -4.300351 -0.640903
H -0.439685 0.893374 8.022000
H 0.467093 3.429845 -0.841653
H 0.425361 3.011483 -6.966358
H 0.845316 -6.128825 0.155594
H 3.878504 0.454762 -1.149672
H -0.726046 3.866321 -5.257029
H -1.664670 -2.048391 -2.627411
H 0.953125 -3.819833 -1.854178
H 1.841614 -2.965907 7.861734
H 3.221965 4.033932 -0.797727
H -3.194677 -0.178999 -1.816419
H 2.908157 2.616522 -5.331637
H -1.704531 -3.252599 3.317089
H -0.758846 -2.137702 2.320741
H -0.012073 -2.988435 3.685760
H 2.264782 -4.932654 -1.453743
H -0.504256 1.011277 0.679003
H 4.800116 5.426293 -5.463043
H 1.784540 3.985897 -5.641463
H -4.894445 -3.330187 0.803016
H -0.350068 3.554731 -2.625321
H -3.008600 -0.814553 -0.165729

Cartesian forces (eV/Å) of the 3 atoms listed first:
-0.11 -0.14 0.25
-0.03 0.27 0.15
0.24 0.31 -0.15

Löwdin population analysis, charges in e, atoms 1 to 8: 1.050 0.845 0.682 0.151 0.468 0.532 0.347 0.512

***

no.,Kohn-Sham gap (hartree),molecular weight (g/mol),HOMO energy (eV)
1,0.2769,838.37,-10.4
2,0.3183,958.93,-9.0